C19H22ClN3O4 | ωB97M-V/def2-TZVPD

Last column: Mulliken charge in e.
Atoms and positions in Å:
H1 0.52052 0.89792 -0.94767  0.421
C1 5.00597 4.01551 -1.17315  -1.095
H2 5.17286 3.46340 -0.25132  0.295
H3 -3.94036 -0.28461 0.04844  0.205
H4 -3.58683 1.38586 2.16452  0.326
Cl1 -2.04784 1.76816 -0.04629  -0.175
C2 5.67096 3.30078 -2.34434  -0.517
H5 5.65857 -1.28888 -2.46332  0.276
H6 -6.39790 -2.96406 3.37020  0.368
H7 3.93370 4.09810 -1.33954  0.308
H8 6.74110 3.17787 -2.16432  0.350
N1 -1.20742 -0.79440 2.67481  -1.132
O1 7.01629 0.81934 -2.08854  -0.653
C3 -4.48270 -0.88042 0.76474  0.051
C4 -6.06461 -2.60949 1.29704  -0.591
H9 -5.18382 -0.38122 -1.92754  0.309
H10 -6.75359 -3.36455 0.95406  0.448
H11 4.44317 -0.39171 -3.44057  0.355
O2 2.57790 0.78194 -2.35553  -0.756
C5 -1.35646 0.57743 0.95870  0.393
O3 -5.63358 -2.16092 -0.95623  -0.455
C6 -4.27996 -0.65421 2.12141  0.530
C7 0.83662 0.19278 -0.18665  -0.201
C8 4.99012 -0.42732 -2.49135  -0.613
N2 -1.97078 0.10968 2.05752  0.906
C9 -5.85994 -2.37908 2.63985  -0.469
N3 5.12063 1.97725 -2.52923  -0.077
H12 -4.80149 -1.23685 4.11260  0.351
C10 -0.09055 -0.91258 1.98765  0.589
H13 0.62961 -2.36230 3.32704  0.362
C11 -3.29227 0.40612 2.55070  -1.450
C12 0.97052 -1.84895 2.43247  -1.308
H14 1.18139 -2.58241 1.65622  0.329
C13 2.89246 0.01419 -1.46604  0.576
H15 5.52784 3.87613 -3.26515  0.299
H16 -5.30994 -1.86283 -2.90599  0.237
O4 4.07535 -0.61576 -1.41740  -0.346
C14 2.05674 -0.34938 -0.32696  -0.976
H17 1.88785 -1.30771 2.65831  0.318
C15 5.83004 0.85560 -2.33495  0.718
C16 -0.11181 -0.04857 0.85464  0.498
H18 5.41972 5.01393 -1.06173  0.359
H19 4.12241 1.90061 -2.69602  0.248
C17 -4.96438 -1.40674 3.05965  -0.736
C18 -4.95339 -1.45087 -1.96343  -0.764
H20 -3.87003 -1.59292 -1.89427  0.325
C19 -5.37141 -1.86094 0.34305  0.743
H21 2.48318 -1.05515 0.36360  0.430
H22 -3.23447 0.44224 3.64032  0.390

Output
Structure (SMILES): CCNC(=O)COC(=O)/C=C/c1c(C)nn(Cc2cccc(OC)c2)c1Cl
ΔE to the lowest compared entry with this formula, charge and spin: 0.564 eV
Multiplicity: 1
Gap between HOMO and LUMO: 8.78 eV
Total energy: -1662.64423 Ha

---

C3H9PSi | ωB97M-V/def2-TZVPD

Last column: Mulliken charge in e.
Atoms and positions in Å:
H1 0.38553 2.21981 -0.99245  0.297
C1 -0.92157 1.62530 0.71444  -0.781
C2 0.33641 -0.05185 -0.56269  -0.121
H2 2.41031 -1.21682 0.42683  0.015
P1 2.02866 0.07120 0.28378  -0.111
Si1 -0.37400 -1.65270 0.19003  0.391
H3 -1.73772 -1.34820 0.05034  -0.180
H4 -0.01749 -2.79993 -0.76585  -0.083
H5 2.87989 0.17686 -0.78956  0.037
H6 -1.21180 1.41931 -1.47046  0.207
H7 0.04464 -1.90756 1.59893  -0.083
H8 -0.29849 1.94022 1.53750  0.364
H9 -1.94112 1.17113 1.00146  0.301
C3 -0.36993 1.42732 -0.61328  -0.253

Output
ΔE to the lowest compared entry with this formula, charge and spin: 2.672 eV
Multiplicity: 1
Gap between HOMO and LUMO (alpha / beta): 7.77 / 8.13 eV
Total energy: -750.35059 Ha

---

C3H4AgO4 | ωB97M-V/def2-TZVPD

Last column: Mulliken spin population.
Atoms and positions in Å:
H1 -1.69864 1.98489 -0.38503  -0.014
H2 -1.98598 1.48522 1.28570  -0.013
O1 1.10873 -1.40019 0.44173  -0.004
O2 -2.71918 -0.93978 -0.50382  0.263
H3 -3.37319 1.52568 0.12367  0.021
O3 2.49501 0.18554 -0.29185  0.000
C1 -1.97544 -0.09679 -0.12002  0.567
H4 0.19705 -0.82284 0.14254  -0.009
O4 3.14464 -1.92301 -0.23242  0.002
C2 2.26564 -1.03691 -0.10287  0.001
Ag1 4.84316 -0.27807 -0.60367  0.000
C3 -2.30178 1.31626 0.24602  0.186

Output
ΔE to the lowest compared entry with this formula, charge and spin: 0.000 eV
Multiplicity: 2
Gap between HOMO and LUMO (alpha / beta): 7.00 / 7.42 eV
Total energy: -564.55132 Ha

---

C3H11NO2 | ωB97M-V/def2-TZVPD

Last column: Mulliken charge in e.
Atoms and positions in Å:
H1 -1.76169 1.64154 -1.17586  0.263
H2 -3.97009 3.56497 -1.07950  0.223
N1 -3.44972 2.73839 -1.35707  -0.542
H3 5.36591 -3.54570 -2.23403  0.322
O1 5.97565 -3.44343 -2.96619  -0.649
C1 -3.19932 -0.48272 -0.22658  -0.544
H4 4.56663 -1.92807 4.44531  0.324
H5 -2.71769 -1.46729 0.11643  0.227
H6 6.28164 -2.51385 -3.06887  0.327
H7 5.80182 -0.92629 4.78552  0.323
H8 -4.13046 2.14846 -1.69980  0.188
C2 -3.00282 0.79626 0.32955  -0.136
H9 -3.51458 -0.64914 -1.26513  0.242
H10 -2.98465 0.98387 1.51491  0.206
C3 -2.49260 1.97972 -0.48687  -0.491
H11 -2.12335 2.57283 0.23833  0.364
O2 5.35534 -1.46956 4.12987  -0.647

Output
Structure (SMILES): C=CCN.O.O
ΔE to the lowest compared entry with this formula, charge and spin: 3.064 eV
Multiplicity: 1
Gap between HOMO and LUMO: 9.40 eV
Total energy: -326.01886 Ha